No. 1
ORCA calculation (ωB97M-V with the def2-TZVPD basis set) on C16H14BF5N6OsS as an isolated structure.

```
44
C16H14BF5N6OsS (ωB97M-V with the def2-TZVPD basis set)
H 1.5748 -3.2583 -0.1372
N 0.8931 -1.7104 -1.4255
B 0.4739 -0.1384 -3.3812
N 0.9863 -1.4760 -2.8045
C 1.6517 -2.4991 -3.3569
Os -0.0967 -0.4599 -0.2360
H 1.8376 -2.4974 -4.4171
C 1.9797 -3.4195 -2.3684
H 2.4964 -4.3491 -2.5025
C 1.5135 -2.8987 -1.1591
H 0.6815 -0.0414 -4.5574
C -0.2542 2.9310 2.5591
H -1.1395 2.5444 3.0793
H 0.1117 2.1441 1.8776
H -0.4881 3.8170 1.9558
N 1.1871 0.9606 -2.5609
N -1.0281 0.0309 -3.0366
N 1.0724 0.9786 -1.1875
N -1.4384 0.0025 -1.6965
C 1.9472 1.9949 -2.9394
C -2.0819 0.3603 -3.8040
H 2.1466 2.1284 -3.9952
H -1.9664 0.4460 -4.8640
C 2.3456 2.6887 -1.8096
C -3.2023 0.5082 -2.9887
C 1.7781 2.0306 -0.7131
C -2.7719 0.3010 -1.6783
H 2.9758 3.5552 -1.7882
H -4.1947 0.7261 -3.3177
H 1.8152 2.2038 0.3568
H -3.3149 0.3545 -0.7387
H 0.5405 3.0754 3.2493
F -0.2554 -0.4770 6.9090
C -0.4393 -0.6580 5.5864
C 0.5185 -1.3396 4.8363
F 1.6360 -1.7897 5.4423
C 0.3079 -1.5755 3.4821
F 1.2773 -2.1790 2.7488
C -0.8766 -1.1576 2.8578
S -1.2553 -1.6166 1.1863
C -1.8310 -0.4687 3.6269
F -2.9621 -0.0032 3.0353
C -1.6120 -0.2154 4.9751
F -2.5395 0.4461 5.7002
```

charge	+2
orbital gap (spin up / spin down)	6.34 / 5.28	eV
total energy	-1958.998986	Ha
HOMO energy (spin up / spin down)	-15.4 / -15.6	eV
LUMO level (spin up / spin down)	-9.02 / -10.36	eV
2S+1	5

***

No. 2
ORCA calculation (ωB97M-V with the def2-TZVPD basis set) on a 2-piece molecular cluster, C2H5O2 overall.

```
9
C2H5O2 (ωB97M-V with the def2-TZVPD basis set)
O 0.5180 -2.5824 -5.4974
H 0.3427 -2.4017 -4.5129
C -0.4908 0.7041 2.8551
C 0.2908 1.7160 2.3294
O 1.3075 1.7810 1.5355
H -0.7493 1.0565 3.8492
H -0.8391 -0.2809 2.6919
H -0.0344 2.6260 2.7204
H -0.3455 -2.6186 -5.9712
```

charge	0
orbital gap (spin up / spin down)	11.04 / 8.26	eV
total energy	-229.569667	Ha
HOMO energy (spin up / spin down)	-10.2 / -10.1	eV
LUMO level (spin up / spin down)	0.88 / -1.87	eV
ΔE to the lowest compared entry with this formula, charge and spin	92.7	kJ/mol
2S+1	2

***

No. 3
ORCA calculation (ωB97M-V with the def2-TZVPD basis set) on a 2-piece molecular cluster, C37H36NSi overall.

```
75
C37H36NSi (ωB97M-V with the def2-TZVPD basis set)
C 1.2132 0.9853 1.9630
C 2.5140 0.5381 1.4735
C 3.6110 1.4083 1.2012
C 4.8080 0.9122 0.6776
C 4.9620 -0.4562 0.4362
C 3.8771 -1.3199 0.6309
C 2.6721 -0.8283 1.1162
C 0.0332 0.5206 1.3317
C -1.1119 1.2654 1.0102
C -2.3999 0.6991 0.6860
C -3.5336 1.5283 0.4421
C -4.8083 0.9792 0.3940
C -4.9801 -0.4114 0.4737
C -3.8572 -1.2526 0.5191
C -2.5800 -0.7131 0.5932
H 1.1526 1.7586 2.7429
H 3.4957 2.4754 1.3966
H 5.6365 1.5878 0.4735
H 5.9342 -0.8555 0.1360
H 3.9758 -2.3814 0.4204
H 1.8255 -1.4969 1.2760
H 0.0269 -0.4971 0.9330
H -1.0141 2.3580 0.9312
H -3.4012 2.6125 0.3949
H -5.6816 1.6315 0.3560
H -5.9801 -0.8465 0.4614
H -3.9773 -2.3355 0.5546
H -1.7099 -1.3662 0.6845
C 4.8309 4.8281 6.7683
C 3.9535 5.5169 7.6193
C 2.6040 5.1485 7.6910
C 2.1312 4.0643 6.9357
Si 0.3749 3.4551 6.9198
C -0.5824 4.3051 8.2823
C -1.7292 5.0522 7.9683
C -2.4430 5.7276 8.9670
C -2.0121 5.6657 10.2995
C -0.8686 4.9210 10.6251
C -0.1596 4.2467 9.6206
C -0.4548 3.7626 5.2820
C -0.0288 4.7887 4.4329
C -0.6391 4.9493 3.1821
C -1.6676 4.0860 2.7871
C -2.0740 3.0453 3.6246
C -1.4863 2.9013 4.8811
C 0.4448 1.5443 6.8645
C 1.0140 1.0482 8.2042
C 1.8272 -0.2054 7.8761
C 1.8865 -0.2853 6.3377
N 1.1807 0.8714 5.8324
C 3.0239 3.3553 6.1241
C 4.3620 3.7447 6.0115
H 5.8791 5.1312 6.6887
H 4.3252 6.3503 8.2174
H 1.9169 5.7033 8.3326
H -2.0638 5.1148 6.9313
H -3.3293 6.3095 8.7095
H -2.5643 6.1965 11.0827
H -0.5258 4.8776 11.6619
H 0.7332 3.6772 9.8848
H 0.7734 5.4591 4.7474
H -0.3162 5.7473 2.5150
H -2.1502 4.2132 1.8153
H -2.8367 2.3307 3.3124
H -1.8408 2.1027 5.5360
H -0.6425 1.3395 6.8331
H 1.6941 1.8028 8.6112
H 0.1966 0.8769 8.9114
H 2.8338 -0.1371 8.3134
H 1.3057 -1.0822 8.2689
H 2.9370 -0.2399 6.0389
H 1.5156 -1.2460 5.9550
H 0.8147 0.8266 4.8812
H 2.6696 2.4769 5.5812
H 5.0212 3.2032 5.3313
```

charge	+1
orbital gap	4.07	eV
total energy	-1775.467393	Ha
HOMO energy	-9.9	eV
LUMO level	-5.78	eV
2S+1	1

***

No. 4
ORCA calculation (ωB97M-V with the def2-TZVPD basis set) on C4H7AlO4 as an isolated structure.

```
16
C4H7AlO4 (ωB97M-V with the def2-TZVPD basis set)
C 2.8911 0.1556 0.5748
Al 0.9664 0.0836 -0.0358
O 0.3505 -1.4687 -0.7791
C -1.0311 -1.2018 -0.7654
C -1.4605 -0.2696 0.4584
C -2.0510 1.1333 0.0161
O -1.9308 2.0689 0.8420
O -2.6385 1.2125 -1.0931
O -0.3062 -0.0631 1.2456
H 2.9817 0.9508 1.3142
H 3.5528 0.4007 -0.2546
H 3.2422 -0.7572 1.0502
H 0.6391 1.1711 -1.1691
H -1.2658 -0.5701 -1.6259
H -1.6537 -2.0984 -0.7775
H -2.2862 -0.7475 0.9993
```

charge	-2
orbital gap	6.13	eV
total energy	-700.064280	Ha
HOMO energy	-0.1	eV
LUMO level	6.08	eV
2S+1	1

***

No. 5
ORCA calculation (ωB97M-V with the def2-TZVPD basis set) on a 2-piece molecular cluster, F2H2N2 overall.

```
6
F2H2N2 (ωB97M-V with the def2-TZVPD basis set)
N 1.3680 0.6329 0.6794
N 0.7533 -0.4995 -1.2910
F 1.1503 1.7951 0.1008
F 0.9601 -1.7540 -0.8402
H 0.4918 0.3908 1.3023
H -0.1448 -0.1246 -1.1617
```

charge	0
orbital gap (spin up / spin down)	10.30 / 10.15	eV
total energy	-310.163676	Ha
HOMO energy (spin up / spin down)	-10.7 / -10.6	eV
LUMO level (spin up / spin down)	-0.41 / -0.48	eV
ΔE to the lowest compared entry with this formula, charge and spin	458.6	kJ/mol
2S+1	1

***

No. 6
ORCA calculation (ωB97M-V with the def2-TZVPD basis set) on C17H10ClF5IrN5OS as an isolated structure.

```
41
C17H10ClF5IrN5OS (ωB97M-V with the def2-TZVPD basis set)
Ir 0.6706 0.0676 -0.4123
C -2.6758 5.1208 -1.6081
C -2.0005 3.8995 -1.0927
C -2.1262 3.4086 0.1757
C -1.4488 2.2381 0.5491
N -0.7190 1.5892 -0.3625
C -0.5447 2.0934 -1.6078
S 0.5765 1.2103 -2.5141
N -1.2002 3.2172 -1.9551
C -1.5429 1.6972 1.9242
H -3.0742 5.7107 -0.7880
H -3.5028 4.8362 -2.2626
H -1.9843 5.7365 -2.1845
H -2.7347 3.9289 0.8988
H -1.0362 3.5852 -2.8850
H -1.9724 2.4243 2.6073
H -0.5621 1.3894 2.2828
H -2.1828 0.8109 1.9316
Cl 2.0069 3.0175 0.0235
C 2.0166 1.2871 0.4736
H 1.8450 1.2641 1.5472
H 3.0045 0.8985 0.2367
F 1.6705 -6.3648 -2.3938
C 1.7910 -5.1307 -1.9942
C 0.6427 -4.3105 -1.9519
F -0.5160 -4.8131 -2.3213
C 0.7640 -3.0222 -1.5351
F -0.2965 -2.2162 -1.4924
C 2.0298 -2.4778 -1.1308
O 2.1697 -1.2990 -0.7092
C 3.1751 -3.3489 -1.2002
F 4.3361 -2.8645 -0.8377
C 3.0521 -4.6446 -1.6200
F 4.0929 -5.4476 -1.6782
N 0.1794 -0.9414 1.2453
C -0.1244 -1.4334 2.2568
C -0.5139 -1.9608 3.4541
C 0.1461 -3.1019 3.9795
N 0.6924 -4.0390 4.3648
C -1.6051 -1.3060 4.0848
N -2.4984 -0.7086 4.5018
```

charge	+1
orbital gap (spin up / spin down)	6.21 / 4.07	eV
total energy	-2464.557288	Ha
HOMO energy (spin up / spin down)	-10.6 / -10.6	eV
LUMO level (spin up / spin down)	-4.40 / -6.54	eV
ΔE to the lowest compared entry with this formula, charge and spin	0.0	kJ/mol
2S+1	2

***

No. 7
ORCA calculation (ωB97M-V with the def2-TZVPD basis set) on C15H17BF4N4STaTe as an isolated structure.

```
44
C15H17BF4N4STaTe (ωB97M-V with the def2-TZVPD basis set)
Ta 0.5598 2.4675 0.0817
S 0.8270 1.0510 2.0542
C 0.0380 -0.3702 1.3484
N 0.1083 -1.4832 2.1142
N -0.6191 -2.4859 1.8481
C -0.5722 -3.6645 2.5340
C -1.5879 -4.6180 2.2764
C -1.6068 -5.7796 3.0014
C -0.6072 -6.0259 3.9516
C 0.4200 -5.0967 4.1846
C 0.4432 -3.9191 3.4889
N -0.5299 -0.3230 0.1873
N -0.4149 0.8123 -0.5215
C -1.2277 0.8467 -1.6942
C -2.3552 0.0364 -1.8259
C -3.1036 0.1046 -2.9855
C -2.7455 0.9862 -4.0046
C -1.6270 1.7983 -3.8703
C -0.8568 1.7175 -2.7244
H -1.2947 -2.4345 1.0772
H -2.3551 -4.4165 1.5369
H -2.3931 -6.5048 2.8452
H -0.6197 -6.9547 4.5077
H 1.1925 -5.3112 4.9094
H 1.2235 -3.1871 3.6415
H -2.6439 -0.6150 -1.0167
H -3.9764 -0.5249 -3.0918
H -3.3359 1.0357 -4.9096
H -1.3398 2.4561 -4.6791
H 0.0774 2.2906 -2.6705
F -1.8002 6.2047 0.4984
B -1.3013 5.0652 0.2208
F 1.1011 3.9000 1.1465
F -0.4205 4.8364 -0.7800
F -1.5382 3.9185 0.8870
C 3.9174 1.1015 -1.6857
Te 3.3811 2.5347 -0.1893
C 3.7997 4.2776 -1.3545
H 3.3409 1.2468 -2.5939
H 3.7654 0.1065 -1.2755
H 4.9767 1.2431 -1.8925
H 4.8849 4.2888 -1.4477
H 3.4780 5.1511 -0.7926
H 3.3376 4.2370 -2.3359
```

charge	+3
orbital gap (spin up / spin down)	5.42 / 5.55	eV
total energy	-1947.440617	Ha
HOMO energy (spin up / spin down)	-17.3 / -17.4	eV
LUMO level (spin up / spin down)	-11.84 / -11.83	eV
ΔE to the lowest compared entry with this formula, charge and spin	84.1	kJ/mol
2S+1	1

***

No. 8
ORCA calculation (ωB97M-V with the def2-TZVPD basis set) on a 2-piece molecular cluster, C6H15BN3 overall.

```
25
C6H15BN3 (ωB97M-V with the def2-TZVPD basis set)
B 0.4717 -0.3933 1.0804
C -0.1698 -1.7322 -0.7468
C -1.4778 -1.5397 -0.5539
C -1.0534 -0.2217 1.2602
C 2.2653 -1.6344 -0.3496
C 2.1005 2.2492 -0.0068
C -3.3354 -0.8140 0.8209
N 0.8874 -1.2818 0.0155
N 0.8605 1.6203 -0.6995
N -1.9008 -0.7601 0.4723
H 1.2574 -0.1641 1.9338
H 0.0417 -2.4185 -1.5189
H -2.1263 -1.9298 -1.2222
H -1.4356 0.4163 2.0087
H 2.2902 -2.3209 -1.1520
H 2.8566 -0.6460 -0.6091
H 2.6182 -2.0862 0.4641
H 2.0400 1.9362 1.0226
H 2.9087 1.7613 -0.5415
H 2.2169 3.3122 -0.0055
H -3.5737 -1.3602 1.7434
H -3.6009 0.2584 0.9952
H -3.9665 -1.1471 -0.0136
H 1.0763 1.3787 -1.7017
H 0.0809 2.3505 -0.7020
```

charge	+1
orbital gap	8.30	eV
total energy	-426.475027	Ha
HOMO energy	-12.7	eV
LUMO level	-4.37	eV
ΔE to the lowest compared entry with this formula, charge and spin	52.4	kJ/mol
2S+1	1

***

No. 9
ORCA calculation (ωB97M-V with the def2-TZVPD basis set) on a 40-piece molecular cluster, H80O40 overall.

```
120
H80O40 (ωB97M-V with the def2-TZVPD basis set)
H -5.0456 -3.3219 -3.3177
H -5.0867 -1.8829 -3.8900
O -5.2871 -2.4107 -3.1352
H 4.3538 0.7870 3.5655
H 4.1407 1.5451 4.8405
O 4.4588 0.6789 4.5985
H 0.9804 -2.6445 -1.5828
H 1.1300 -1.7138 -2.7441
O 1.3832 -2.5953 -2.4922
H 0.9434 0.7679 1.7006
H -0.1954 1.1930 0.7194
O -0.0148 0.6218 1.5676
H -2.6679 2.6421 -3.7172
H -3.9327 3.2398 -4.3971
O -2.9744 3.4338 -4.2573
H -0.9883 -1.4746 3.5994
O -0.1387 -1.5683 3.1145
H 3.7935 -0.8550 4.7297
O 3.0730 -1.4766 4.3094
H -4.6529 2.4103 1.7587
H -3.2190 2.7186 2.2503
O -4.1324 2.7816 2.4774
H -0.7329 0.8714 -3.4668
H -0.9057 1.6922 -4.8764
O -0.6096 1.7401 -3.9830
H -5.1752 -1.9339 -1.4602
H -6.0398 -1.8651 -0.0834
O -5.6178 -1.3772 -0.7957
H 2.4927 -2.6932 1.2232
H 1.6132 -1.3096 1.3090
O 2.1601 -1.8535 0.7354
H 3.3834 -0.0270 -2.7152
O 3.0671 0.7038 -2.1354
H -3.5552 -2.2765 1.9749
H -3.8109 -1.8762 3.4351
O -3.1773 -2.2893 2.8348
H -3.9939 -3.5249 -2.0508
H -3.2555 -4.8416 -2.0290
O -3.7561 -4.2526 -1.5022
H -1.9005 -3.6810 -4.0354
H -2.2831 -2.1918 -4.1849
O -2.4830 -3.0640 -4.4192
H 6.3095 -1.0589 1.6138
H 4.9925 -1.5504 0.7602
O 5.9796 -1.7580 1.1469
H 3.3385 4.3206 -4.3147
H 2.5650 3.2425 -4.8114
O 3.5202 3.4140 -4.5752
H 0.0724 2.4493 -1.8753
H 1.0646 3.1811 -2.9015
O 0.9282 2.5353 -2.1946
H 2.2457 0.4208 -0.6596
O 1.3718 0.8517 -0.2705
H 3.0258 -2.5164 -4.0069
H 2.5548 -2.3748 -5.5129
O 3.2782 -2.3429 -4.9045
H 4.1906 -5.0325 1.7401
O 4.1497 -4.3649 1.1016
H 2.7736 -3.9678 4.5466
H 3.3793 -3.0050 3.4257
O 3.0612 -3.8763 3.6496
H 4.1985 -3.0494 -1.8387
H 3.0927 -2.2596 -2.3596
O 4.0665 -2.3892 -2.4986
H -1.1636 -0.7769 -0.4509
H -2.6823 -0.8594 -0.6862
O -1.8366 -1.0850 -1.0684
H -0.4925 2.8157 4.2753
H -2.0166 2.4872 4.3457
O -1.1157 2.0796 4.5482
H -3.1109 1.1709 -2.2534
H -4.6164 0.2548 -2.3574
O -4.0553 0.9775 -2.3414
H -1.1555 5.0387 2.6586
H -2.2214 5.6037 1.6314
O -1.3689 5.6161 1.9336
H -3.0362 0.3099 1.6908
H -4.0691 0.4864 0.5913
O -3.0859 0.3270 0.7493
H -4.7732 2.0900 -0.9360
H -5.7768 1.0942 -0.5587
O -5.0863 1.6688 -0.1129
H 3.7150 1.8973 -1.1237
H 3.1644 2.8901 0.0476
O 3.8769 2.1849 -0.1409
H -1.6353 3.9528 -0.3917
H -0.6536 4.1355 0.7404
O -1.2440 3.4519 0.3404
H 1.1052 1.3990 -6.4955
O 0.5213 0.6338 -6.4811
H 3.0330 0.0641 1.9029
H 3.9640 1.1906 1.0965
O 3.7755 0.6388 1.9687
H 1.2982 1.7233 -0.6927
H -0.2793 -1.0789 2.2772
H 4.1695 -3.5684 1.6024
H 2.3346 -1.5287 5.0171
H 2.2924 1.1458 -2.5663
H 0.7498 0.5045 -5.5048
O 0.0355 5.5766 -2.2355
H -0.4630 4.7582 -2.0257
H 0.6529 5.6661 -1.5534
O 0.3986 -4.4992 1.7857
H 0.3853 -4.9348 2.5921
H 0.6167 -3.5265 1.8574
O -0.7591 -2.6469 5.9379
H -0.9329 -3.5605 5.6488
H -0.7492 -2.0405 5.1518
O -1.5760 1.3779 -1.6659
H -1.4121 1.9774 -0.9881
H -1.6446 0.3990 -1.3373
O -1.5278 -3.9835 0.1204
H -1.0265 -4.2494 0.9441
H -2.4520 -3.9277 0.4788
O 1.6343 3.9601 2.7515
H 2.5056 4.1196 2.3556
H 1.7708 3.1993 3.3221
O 1.5250 1.6496 5.1940
H 2.0526 0.7708 5.1485
H 0.9427 1.2829 4.5287
```

charge	0
orbital gap	9.73	eV
total energy	-3057.367018	Ha
HOMO energy	-10.5	eV
LUMO level	-0.78	eV
ΔE to the lowest compared entry with this formula, charge and spin	1024.8	kJ/mol
2S+1	1